This record from the Open Molecules 2025 dataset describes C6H15N3 as an isolated structure at a distorted geometry. The level of theory is ωB97M-V/def2-TZVPD.

The geometry in ORCA input format:
```
! wB97M-V def2-TZVPD RIJCOSX def2/J DEFGRID3
* xyz 0 1
C -2.1167 0.6668 0.2535
C 2.0861 -2.2329 -0.8592
C -2.0261 0.8467 -1.2538
C 1.1616 -1.0338 -0.7270
N 1.1161 -0.0575 -1.5687
H 1.7843 -0.1759 -2.3230
H -2.0599 1.6014 0.8034
H -2.9868 0.1272 0.6232
H 2.7717 -2.2695 -0.0100
H 1.5097 -3.1596 -0.8664
H 2.6738 -2.1833 -1.7754
H -1.3037 1.6182 -1.5226
H -1.6567 -0.0688 -1.7208
H -3.0042 1.0837 -1.6782
C 0.6667 1.5786 0.9556
C -0.1114 0.4064 1.4440
N 0.3614 -1.0259 0.3728
N -0.5050 0.0633 2.5747
H 0.4591 -1.8309 0.9805
H -1.2675 -0.1606 0.3981
H -0.1611 0.6204 3.3505
H 1.6385 1.5692 1.4514
H 0.8230 1.5158 -0.1225
H 0.1472 2.5011 1.2198
*
```

The value obtained for the HOMO-LUMO gap is 9.419 eV. As for the LUMO energy: 0.82 eV. The energy above the lowest of the compared OMol25 structures with the same formula, charge and spin is 82.1 kcal per mole.

Electronic structure analysis, natural (NBO) charges in units of e: number 1, C, carries -0.609; number 2, C, carries -0.680; number 3, C, carries -0.618; number 4, C, carries 0.443; number 5, N, carries -0.770; number 6, H, carries 0.338; number 7, H, carries 0.205; number 8, H, carries 0.219; number 9, H, carries 0.223; number 10, H, carries 0.224; number 11, H, carries 0.220; number 12, H, carries 0.215; number 13, H, carries 0.218; number 14, H, carries 0.202; number 15, C, carries -0.757; number 16, C, carries 0.590; number 17, N, carries -0.741; number 18, N, carries -0.756; number 19, H, carries 0.380; number 20, H, carries 0.299; number 21, H, carries 0.386; number 22, H, carries 0.245; number 23, H, carries 0.293; number 24, H, carries 0.230